1.
The following is a DFT calculation (the ωB97M-V functional and the def2-TZVPD basis) of a structure of composition CH3N2O2P at a distorted geometry.

Geometry as XYZ:
```
9
Properties=species:S:1:pos:R:3
C -1.59535 0.09599 -0.02400
N 1.07389 -1.20529 -0.45526
N 1.15844 1.33929 0.61460
O 2.01359 -1.93069 -0.62158
O 2.18125 1.38661 1.21597
P 0.69624 0.41529 -0.64177
H -1.77270 -0.77070 -0.69806
H -1.99510 0.96590 -0.33743
H -1.76026 -0.29640 0.94753
```

Values from the calculation:
HOMO (alpha / beta) ... -8.451 / -8.605 eV
Total charge ... 0
Energy above the lowest of the compared OMol25 structures with the same formula, charge and spin ... 8.796 eV

2.
The following is a DFT calculation (the ωB97M-V functional and the def2-TZVPD basis) of the ion C2H4N3 with charge +1 at a distorted geometry.

Geometry as XYZ:
```
9
Properties=species:S:1:pos:R:3
C -0.08831 -0.37033 0.24197
C 0.01253 1.36190 0.64586
N -1.03077 0.43487 0.75012
N 1.03322 0.42662 0.69651
N -0.03850 -0.77170 -0.97558
H -2.00981 0.52376 0.77820
H 2.04800 0.56508 0.62644
H 0.89224 -0.76525 -1.44206
H -0.81861 -1.40494 -1.32144
```

Values from the calculation:
HOMO ... -15.231 eV
Total charge ... +1
Structure (SMILES) ... N[C@@]12NC1=[NH+]2
Energy above the lowest of the compared OMol25 structures with the same formula, charge and spin ... 3.527 eV